(1)
The following is a quantum chemistry calculation of the molecule C3H6N2O2, from OMol25.

Cartesian coordinates (Å):
1 H 2.031 -1.637 -0.419
2 N 1.045 -1.831 -0.609
3 C 0.391 -0.966 0.038
4 N -1.030 -0.900 -0.005
5 C -1.741 -0.231 -0.978
6 O -2.855 0.223 -0.845
7 O 0.982 -0.101 0.918
8 C 0.952 1.323 0.733
9 H -1.486 -0.911 0.900
10 H -1.171 -0.101 -1.908
11 H 0.996 1.727 1.742
12 H 0.056 1.728 0.256
13 H 1.831 1.678 0.177

As for the HOMO-LUMO gap: 0.40548 Eh. The total energy is -10282.750 eV. Its SMILES is [H]/N=C(/NC=O)OC. As for the total charge: 0. The energy above the lowest of the compared OMol25 structures with the same formula, charge and spin comes out at 47.2 kcal per mole. The calculation puts the HOMO energy at -10.35 eV.

Atomic partial charges in e from the Mulliken method, atoms 1 to 2:
1 H 0.30
2 N -0.59

***

(2)
The following is a quantum chemistry calculation of the molecule C3H6N2O2 in a non-equilibrium geometry, from OMol25.

Cartesian coordinates (Å):
1 C -1.612 0.911 1.716
2 N -0.839 0.379 0.514
3 O -1.533 -0.358 -0.395
4 C 0.483 0.710 0.616
5 N 1.610 0.188 0.077
6 C 1.651 -0.578 -1.048
7 O 0.841 -1.353 -1.628
8 H -1.876 -0.078 2.296
9 H -2.591 1.234 1.300
10 H -0.940 1.785 2.099
11 H -0.710 -0.859 -1.019
12 H 0.653 1.704 1.247
13 H 2.469 -0.325 -1.583

As for the HOMO-LUMO gap: 0.33526 Eh. The total energy is -10279.397 eV. Its SMILES is CN(O)/C=N\C=O. As for the total charge: 0. The energy above the lowest of the compared OMol25 structures with the same formula, charge and spin comes out at 124.5 kcal per mole. The calculation puts the HOMO energy at -8.93 eV.

Atomic partial charges in e from the Mulliken method, atoms 1 to 2:
1 C -0.69
2 N 0.19